1) This record from the OMol25 dataset describes a 18-piece molecular cluster, H37O18 overall. The level of theory is wB97M-V/def2-TZVPD.

Results
net charge	+1
HOMO	-13.16	eV
molecular weight	325.28	g mol⁻¹

Geometry (Å):
O -2.30 -2.76 -1.39
H 0.65 4.15 -1.80
H 5.21 2.95 -0.59
O 4.70 2.29 -0.12
H -3.06 -3.10 -0.92
O -0.35 0.78 -2.01
H 0.08 1.56 -1.67
H 0.59 0.22 -2.76
O 0.40 -3.79 -0.63
H 0.47 -3.62 0.32
H 1.31 -3.88 -0.87
O -4.79 -1.29 -0.40
H -4.87 -0.52 -0.97
H -3.89 -1.58 -0.55
O -0.65 -0.19 0.38
H -0.35 0.65 0.76
H -0.85 -0.91 0.99
O -4.08 -0.24 -3.49
H 0.68 2.52 2.10
H -2.71 1.23 -1.80
O 1.09 2.23 4.39
H 1.79 2.86 4.64
H 1.16 1.67 5.16
O -0.13 -2.33 1.87
H -0.98 -2.40 2.27
H -1.47 -2.98 -0.95
O -2.59 1.47 -0.88
H -3.76 0.55 -3.92
H -3.08 1.00 -0.21
O 1.90 -0.52 3.23
H 2.01 -0.92 4.10
H 2.41 0.30 3.25
O 1.14 -0.85 -2.91
H 0.42 -1.17 -3.52
H 0.62 -1.20 -2.15
O 0.38 3.41 -1.27
H 0.58 -1.88 2.34
H 0.03 3.47 -0.42
O -1.95 -1.00 5.16
H -1.26 -0.60 5.71
H -1.43 -1.27 4.40
O 3.28 2.73 2.00
H 3.24 3.68 1.86
H 3.99 2.52 1.32
O -1.16 -1.82 -4.27
H -1.86 -1.48 -4.84
H -1.66 -2.20 -3.54
O 0.69 1.85 1.41
H -1.13 0.38 -1.60
H 1.62 1.68 1.23
O 4.26 -0.20 -1.39
H 4.88 -0.91 -1.52
H 3.64 -0.51 -0.72
H -5.00 -0.14 -3.22
H 4.86 1.40 -0.41

These are the natural (NBO) partial charges, in e, on atoms 1 to 4: number 1, O, carries -0.99; number 2, H, carries 0.51; number 3, H, carries 0.50; number 4, O, carries -0.98

---

2) This record from the OMol25 dataset describes a 18-piece molecular cluster, H37O18 overall. The level of theory is wB97M-V/def2-TZVPD.

Results
net charge	+1
HOMO	-12.44	eV
molecular weight	325.28	g mol⁻¹

Geometry (Å):
O 0.28 -1.64 1.22
H 0.21 0.00 1.95
H 0.92 -2.29 0.96
O 0.26 0.29 -1.19
H -0.60 -1.53 0.86
O 2.88 -1.99 -0.82
H 2.41 -1.29 -1.30
H 2.10 -2.57 -0.71
O 2.05 -3.96 1.96
H 1.30 -4.40 1.49
H 2.81 -4.29 1.48
O 4.74 0.14 0.27
H 3.98 -0.49 0.10
H 5.45 -0.37 -0.18
O -2.12 0.31 0.05
H -1.61 1.14 0.01
H -2.64 0.25 -0.82
O -3.42 -1.37 -1.32
H -3.54 -1.37 -0.37
H -3.96 -0.75 -1.82
O -2.58 -2.53 1.11
H -2.29 -2.18 1.96
H -1.91 -2.36 0.45
O 2.50 1.09 3.22
H 3.37 1.31 2.74
H 2.19 0.16 3.26
O -2.62 -3.37 -3.23
H -1.89 -3.21 -2.62
H -3.19 -2.63 -3.03
O -0.54 3.36 2.02
H -1.13 3.99 2.45
H -0.42 3.81 1.17
O -0.85 -4.03 -0.48
H -1.51 -4.18 0.21
H -0.49 -4.90 -0.68
O 0.53 0.92 1.77
H 1.63 1.32 2.60
H -0.17 1.51 2.22
O -4.12 3.20 1.73
H -3.82 4.07 1.99
H -5.01 2.97 2.00
O 1.13 3.34 -4.03
H 1.30 3.21 -4.97
H 0.89 4.27 -3.99
O -1.32 3.18 -1.69
H -0.38 2.99 -1.66
H -1.35 3.82 -2.41
O 4.98 1.42 2.53
H 5.49 1.04 3.24
H 5.44 1.84 1.81
O -2.28 0.59 -3.39
H -2.75 0.08 -2.69
H -1.64 0.93 -2.75
H 0.88 0.68 -0.56
H 0.46 0.48 -2.11

These are the natural (NBO) partial charges, in e, on atoms 1 to 4: number 1, O, carries -1.01; number 2, H, carries 0.53; number 3, H, carries 0.52; number 4, O, carries -0.97

---

3) This record from the OMol25 dataset describes a 18-piece molecular cluster, H37O18 overall. The level of theory is wB97M-V/def2-TZVPD.

Results
net charge	+1
HOMO	-12.55	eV
molecular weight	325.28	g mol⁻¹

Geometry (Å):
O 0.62 3.01 2.34
H 5.23 2.34 -3.02
H 0.35 2.05 2.74
O 0.14 0.65 2.88
H 0.83 2.75 1.39
O 0.63 0.29 5.43
H 0.68 -0.46 6.00
H 0.71 0.03 4.51
O -2.24 -0.13 3.11
H -2.19 -0.86 3.73
H -2.70 0.64 3.44
O 2.21 1.73 0.77
H 1.95 2.33 0.04
H 2.04 0.97 0.19
O -4.45 1.38 -2.79
H -4.48 2.26 -2.42
H -5.27 1.00 -3.10
O 0.51 -4.81 -2.84
H 0.06 -4.06 -3.28
H 1.36 -4.33 -2.88
O 1.04 -4.35 3.26
H 1.52 -5.13 3.59
H 0.86 -4.78 2.41
O -0.95 1.71 0.66
H -1.61 1.55 -0.01
H -0.32 3.25 2.20
O -2.72 -0.45 -0.42
H -3.39 -0.98 0.01
H -3.08 -0.23 -1.29
O 1.16 2.00 -4.12
H 2.10 1.78 -4.22
H 0.74 1.43 -4.77
O 0.02 -2.05 4.41
H 0.75 -1.93 3.81
H 0.09 -2.66 5.14
O 5.10 1.56 -2.48
H -0.93 0.81 1.02
H 5.88 1.34 -1.98
O -2.35 0.85 -4.35
H -2.28 1.70 -4.78
H -3.19 0.82 -3.84
O 1.08 -1.62 1.58
H 0.53 -1.46 0.84
H 1.82 -2.13 1.24
O 1.45 -0.37 -0.84
H 1.21 -0.39 -1.78
H 2.40 -0.51 -1.03
O 0.52 3.07 -1.40
H 0.61 2.16 -1.70
H 0.21 3.60 -2.13
O -1.08 -2.01 -3.45
H -1.45 -1.62 -4.25
H -1.85 -1.89 -2.87
H -0.71 0.10 2.83
H 0.81 0.07 2.49

These are the natural (NBO) partial charges, in e, on atoms 1 to 4: number 1, O, carries -0.79; number 2, H, carries 0.48; number 3, H, carries 0.54; number 4, O, carries -0.99

---

Result of the stability comparison: 1) is the most stable of them.

---

1) This record from the OMol25 dataset describes a 2-piece molecular cluster, C3H7PS overall. The level of theory is wB97M-V/def2-TZVPD.

Results
SMILES	CC#P.CS
HOMO	-8.98	eV
molecular weight	106.13	g mol⁻¹

Geometry (Å):
C 3.02 -0.94 -1.61
C 2.44 0.07 -0.72
C -2.34 0.03 -0.49
P 3.37 -2.21 -2.43
S -0.91 -0.40 0.65
H 1.97 0.81 -1.39
H 1.68 -0.52 -0.08
H 3.24 0.40 -0.03
H -2.43 1.04 -0.39
H -3.22 -0.41 0.09
H -1.98 -0.53 -1.42
H -0.74 -1.83 0.49

These are the natural (NBO) partial charges, in e, on atoms 1 to 4: number 1, C, carries -0.49; number 2, C, carries -0.73; number 3, C, carries -0.69; number 4, P, carries 0.47

---

2) This record from the OMol25 dataset describes C3H7PS as an isolated structure. The level of theory is wB97M-V/def2-TZVPD.

Results
HOMO	-8.35	eV
molecular weight	106.13	g mol⁻¹

Geometry (Å):
C 1.58 0.67 0.02
C 0.80 -0.38 0.31
C -0.38 -0.29 1.23
P -2.01 -0.63 -0.39
S -1.48 0.36 -2.18
H 2.43 0.55 -0.61
H 1.31 1.60 0.42
H 1.00 -1.47 0.07
H -0.58 -1.13 1.86
H -0.39 0.78 1.53
H -1.01 -1.66 -0.82
H -1.01 1.54 -1.95

These are the natural (NBO) partial charges, in e, on atoms 1 to 4: number 1, C, carries -0.43; number 2, C, carries -0.21; number 3, C, carries -0.51; number 4, P, carries 0.30

---

Result of the stability comparison: 2) is the most stable of them.

---

1) This record from the OMol25 dataset describes the molecule C7H7NO3. The level of theory is wB97M-V/def2-TZVPD.

Results
SMILES	C=C(CC(=O)CC#N)C(=O)O
HOMO	-10.32	eV
molecular weight	153.14	g mol⁻¹

Geometry (Å):
C -0.97 -0.81 1.49
C -0.28 0.40 0.90
C 0.86 0.85 1.41
C -1.07 0.98 -0.24
C -0.76 0.27 -1.54
C 0.74 0.01 -1.86
C 1.25 -1.15 -1.13
H 0.69 -1.72 1.75
H 1.32 1.83 1.24
H 1.32 0.29 2.19
H -2.12 0.95 -0.03
H -0.77 2.01 -0.41
H 0.82 -0.20 -2.93
H 1.34 0.88 -1.61
N 1.69 -1.95 -0.44
O -0.23 -1.80 2.02
O -2.17 -0.88 1.46
O -1.67 0.04 -2.30

These are the natural (NBO) partial charges, in e, on atoms 1 to 4: number 1, C, carries 0.75; number 2, C, carries -0.11; number 3, C, carries -0.34; number 4, C, carries -0.55

---

2) This record from the OMol25 dataset describes the molecule C7H7NO3. The level of theory is wB97M-V/def2-TZVPD.

Results
SMILES	COc1ccc([N+](=O)[O-])cc1
HOMO	-9.37	eV
molecular weight	153.14	g mol⁻¹

Geometry (Å):
C -1.70 0.64 -2.68
C -0.73 -0.47 -0.61
C 0.44 0.29 -0.79
C 1.38 0.44 0.26
C 1.19 -0.23 1.48
C -0.04 -0.79 1.66
C -0.95 -1.00 0.65
H -2.64 0.56 -3.14
H -1.60 1.63 -2.25
H -1.02 0.45 -3.53
H 0.57 0.79 -1.72
H 2.30 0.94 0.06
H -0.37 -1.22 2.59
H -1.95 -1.33 0.96
N 2.06 -0.10 2.63
O -1.73 -0.47 -1.65
O 2.46 -1.14 3.15
O 2.35 1.01 2.93

These are the natural (NBO) partial charges, in e, on atoms 1 to 4: number 1, C, carries -0.26; number 2, C, carries 0.34; number 3, C, carries -0.28; number 4, C, carries -0.17

---

3) This record from the OMol25 dataset describes the molecule C7H7NO3. The level of theory is wB97M-V/def2-TZVPD.

Results
HOMO (alpha / beta)	-8.20 / -9.46	eV
molecular weight	153.14	g mol⁻¹

Geometry (Å):
C 0.10 1.69 0.73
C -1.32 1.73 0.14
C 1.09 0.80 0.55
C -1.85 0.52 0.03
C 0.03 -1.51 -0.18
C 1.07 -0.56 0.01
C 2.41 -1.03 -0.73
N -2.95 -0.26 -0.21
O -2.97 -0.75 -1.34
O -3.79 -0.31 0.67
O 0.60 -1.53 1.00
H 0.24 2.59 1.30
H -1.76 2.66 -0.19
H 1.98 1.12 1.15
H -0.96 -1.57 -0.50
H 3.17 -0.29 -0.61
H 2.31 -1.36 -1.74
H 2.61 -1.94 -0.07

These are the natural (NBO) partial charges, in e, on atoms 1 to 4: number 1, C, carries -0.12; number 2, C, carries -0.34; number 3, C, carries -0.25; number 4, C, carries 0.21

---

Result of the stability comparison: 1) is the most stable of them.

---

1) This record from the OMol25 dataset describes an isolated ion of composition C4H4NO4 and charge -1. The level of theory is wB97M-V/def2-TZVPD.

Results
SMILES	CC(=O)[C@]1(C(=O)[O-])NO1
net charge	-1
HOMO	-4.27	eV
molecular weight	130.08	g mol⁻¹

Geometry (Å):
C -0.18 -0.21 -0.97
C -0.81 -0.13 1.64
C -0.24 0.81 0.46
C 0.83 -1.28 -0.96
N -0.37 2.20 0.39
O -1.80 0.29 2.21
O -0.99 0.00 -1.84
O -0.18 -1.18 1.77
O 0.90 1.58 0.68
H 0.66 -1.87 -0.05
H 1.82 -0.85 -0.90
H 0.72 -1.89 -1.86
H -0.35 2.54 -0.57

These are the natural (NBO) partial charges, in e, on atoms 1 to 4: number 1, C, carries 0.60; number 2, C, carries 0.74; number 3, C, carries 0.18; number 4, C, carries -0.76

---

2) This record from the OMol25 dataset describes an isolated ion of composition C4H4NO4 and charge -1. The level of theory is wB97M-V/def2-TZVPD.

Results
SMILES	NC(=O)[C@]1(C(=O)[O-])CO1
net charge	-1
HOMO	-4.51	eV
molecular weight	130.08	g mol⁻¹

Geometry (Å):
C -0.84 -0.54 0.84
C 1.53 0.82 0.13
C -0.90 0.88 -1.41
C 0.01 0.33 -0.39
N -0.03 -1.59 1.11
O 2.23 -0.11 0.49
O -1.98 -0.41 1.28
O 1.79 2.03 0.13
O -0.02 -0.19 -1.72
H -1.94 0.62 -1.29
H -0.53 1.69 -1.92
H 1.00 -1.28 0.93
H -0.31 -2.24 1.82

These are the natural (NBO) partial charges, in e, on atoms 1 to 4: number 1, C, carries 0.67; number 2, C, carries 0.79; number 3, C, carries -0.14; number 4, C, carries 0.03

---

Result of the stability comparison: 2) is the most stable of them.